1.
C5H6O2 in the gas phase at a distorted geometry, computed with ωB97M-V/def2-TZVPD.

Relative energy (zero: lowest compared OMol25 entry of this formula, charge and spin), eV: 3.504
DFT total energy, a.u.: -344.47313
HOMO, eV: -10.17
Lowest unoccupied orbital energy, Eh: 0.0071
Largest force on an atom, Eh/bohr: 0.0251

The geometry in XYZ format:
```
13
Properties=species:S:1:pos:R:3:forces:R:3
C 1.472 0.282 1.710 0.1 -0.2 0.1
C 1.334 -0.374 0.701 -0.5 0.9 0.8
C 0.209 0.020 -0.229 0.0 0.1 -0.3
C 0.671 0.256 -1.635 0.0 -0.1 -0.2
O -0.829 -0.960 -0.161 -0.1 -0.2 -0.2
C -1.814 -0.739 0.725 -0.1 0.3 0.2
O -1.972 0.242 1.407 0.2 -0.6 -0.4
H 1.203 1.019 2.431 0.8 -0.2 0.7
H -0.186 0.930 0.212 -0.2 0.0 -0.4
H 1.075 -0.673 -2.041 -0.1 0.1 -0.2
H 1.472 1.005 -1.603 -0.2 -0.2 -0.1
H -0.154 0.639 -2.241 0.1 -0.1 -0.1
H -2.475 -1.614 0.721 0.0 0.1 0.0
```
Positions in Å, forces in eV/Å.

Atom charges from the Löwdin analysis, given in e for atoms 1 to 2: 0.143 -0.039



2.
A molecular structure, C44H54BN8OPbS3 at a distorted geometry, computed with ωB97M-V/def2-TZVPD.

Relative energy (zero: lowest compared OMol25 entry of this formula, charge and spin), eV: 0.256
DFT total energy, a.u.: -3633.69375
HOMO, eV: -15.21
Total charge: +3
Lowest unoccupied orbital energy, Eh: -0.3002
Largest force on an atom, Eh/bohr: 0.0596

The geometry in XYZ format:
```
112
Properties=species:S:1:pos:R:3:forces:R:3
Pb -1.716 0.033 3.213 -0.1 0.6 -0.8
C 3.672 0.429 3.270 0.2 1.0 0.7
C 2.878 1.322 2.360 0.8 -1.3 -0.9
C 3.516 2.314 1.662 0.3 0.4 0.9
C 2.871 2.876 0.526 0.4 0.2 -0.1
N 1.738 2.353 0.175 -1.1 0.4 -1.1
N 1.094 1.331 0.812 1.6 0.9 0.2
B 0.257 0.558 -0.193 0.1 0.3 0.0
N 0.118 1.378 -1.518 1.4 -2.6 0.2
N 0.766 0.835 -2.558 0.1 -0.1 1.6
C 0.399 1.210 -3.743 -0.1 -0.1 -1.9
C -0.755 1.972 -3.906 -0.5 0.6 0.5
C -1.365 2.599 -2.825 2.0 -1.1 -0.7
C -2.452 3.507 -3.078 -2.1 1.3 0.7
C -0.777 2.304 -1.594 -1.7 1.6 -0.1
S -1.198 3.166 -0.086 0.7 0.3 0.1
C 1.254 0.708 -4.926 -0.8 0.0 0.4
C 1.068 -0.820 -5.096 1.5 1.2 -0.1
C 0.885 1.386 -6.258 0.7 0.3 0.0
C 2.698 1.031 -4.591 0.9 0.0 0.9
N 0.793 -0.871 -0.337 0.4 -0.4 -0.8
N 2.027 -1.346 -0.543 -0.2 -0.1 -0.1
C 2.131 -2.660 -0.753 0.1 1.3 0.7
C 0.969 -3.437 -0.721 -1.1 -2.0 -1.0
C -0.305 -2.933 -0.617 -0.2 1.3 1.7
C -1.575 -3.674 -0.420 -0.8 -0.3 -1.6
C -0.351 -1.543 -0.327 1.8 -1.7 -0.8
S -1.534 -0.384 0.044 -0.8 1.0 0.3
C 3.509 -3.290 -0.877 0.7 0.9 0.5
C 3.821 -4.062 0.427 -2.1 -0.5 -0.6
C 3.551 -4.175 -2.121 -1.8 0.8 -1.2
C 4.568 -2.165 -1.015 0.4 0.3 -0.7
C 1.614 0.816 1.922 -0.1 0.3 0.6
S 0.874 -0.470 2.844 0.1 0.0 -0.3
C 3.579 3.887 -0.463 -0.4 -1.4 0.5
C 4.429 4.860 0.374 -0.9 -0.4 0.5
C 4.407 2.929 -1.375 0.2 0.4 -0.6
C 2.576 4.583 -1.402 0.6 -0.4 -0.5
H 4.716 0.818 3.304 -0.8 -0.5 0.3
H 3.640 -0.612 2.942 0.2 0.2 -0.3
H 3.177 0.425 4.240 0.5 0.0 0.3
H 4.504 2.650 2.052 -0.8 -0.3 -0.7
H -1.170 2.136 -4.882 0.0 0.1 -0.3
H -3.194 2.916 -3.641 -0.1 0.5 0.2
H -2.108 4.319 -3.736 -0.2 -0.1 0.3
H -2.931 3.932 -2.134 0.6 -0.5 -1.5
H 0.086 -1.065 -5.410 -1.1 -0.3 -0.1
H 1.378 -1.351 -4.193 0.0 -0.2 -0.2
H 1.731 -1.001 -5.950 0.0 -0.7 0.3
H -0.120 1.156 -6.576 -0.5 0.0 0.0
H 1.535 1.056 -7.107 -0.3 0.2 0.9
H 1.015 2.474 -6.141 -0.2 -0.2 -0.3
H 3.028 0.576 -3.616 -0.3 0.3 -1.0
H 2.927 2.120 -4.515 -0.4 -0.6 -0.2
H 3.287 0.609 -5.401 0.4 0.1 0.1
H 1.055 -4.540 -0.888 0.0 1.0 0.3
H -1.354 -4.726 -0.316 -0.3 -0.3 0.1
H -2.254 -3.536 -1.318 0.7 -0.2 0.9
H -2.133 -3.298 0.440 0.2 -0.1 0.0
H 3.167 -4.965 0.476 0.5 0.5 0.1
H 3.618 -3.451 1.309 0.3 0.0 0.0
H 4.826 -4.383 0.350 1.1 -0.3 0.3
H 2.591 -4.774 -2.255 1.5 0.4 0.3
H 4.438 -4.785 -2.193 0.1 -0.3 0.1
H 3.550 -3.458 -2.988 0.1 -0.8 0.5
H 4.709 -1.564 -0.101 -0.2 -0.4 -0.2
H 4.255 -1.460 -1.813 0.2 -0.3 0.4
H 5.569 -2.565 -1.313 -0.9 0.1 0.3
H 5.361 4.476 0.708 0.8 -1.0 0.3
H 3.891 5.174 1.271 -0.1 0.1 0.0
H 4.736 5.747 -0.114 -0.1 0.9 -1.0
H 4.853 2.041 -0.909 -0.4 0.2 0.1
H 5.265 3.471 -1.780 -0.1 0.1 -0.1
H 3.761 2.646 -2.237 0.6 -0.2 0.7
H 1.787 5.093 -0.863 -0.2 0.2 0.0
H 2.191 3.846 -2.142 -0.2 0.5 0.7
H 3.142 5.295 -2.024 -0.2 0.0 0.4
O -1.472 0.303 5.560 -0.4 -1.0 0.4
C -2.135 -0.739 6.401 0.0 0.7 -0.6
C -1.169 -1.860 6.670 0.0 -0.5 -0.7
C -0.762 -2.548 5.325 1.9 -0.2 1.1
C -1.815 -3.058 4.444 -0.7 -0.3 -0.8
C -2.306 -4.342 4.545 1.2 -0.9 1.1
C -3.359 -4.764 3.789 -0.2 -0.2 -0.3
C -3.962 -3.916 2.909 -1.2 2.0 -2.0
C -3.405 -2.627 2.767 0.2 -0.4 0.1
N -2.307 -2.248 3.467 -0.8 -0.1 0.7
H -1.124 1.007 6.105 0.2 0.3 0.3
H -3.031 -0.990 5.830 0.1 -0.4 0.0
H -2.508 -0.235 7.260 -0.1 0.3 0.9
H -1.555 -2.656 7.325 -0.3 0.6 -0.1
H -0.283 -1.445 7.177 -0.2 -0.3 -0.3
H -0.053 -3.362 5.609 -0.6 0.4 -0.3
H -0.157 -1.880 4.728 0.3 0.4 0.0
H -1.801 -5.087 5.195 -0.5 0.8 -0.2
H -3.710 -5.753 3.882 -0.3 -1.0 0.1
H -4.843 -4.188 2.249 1.2 0.2 1.1
H -3.803 -1.847 2.090 0.1 -0.7 0.2
N -10.506 0.992 -0.418 1.8 0.2 0.4
C -9.373 1.163 -0.214 -2.7 -0.5 -0.2
C -7.997 1.448 -0.055 0.9 0.0 0.7
C -7.478 2.436 -0.880 1.9 -0.5 0.3
C -6.081 2.653 -0.815 -0.7 0.8 -0.9
C -5.263 1.903 0.029 0.1 -0.1 0.3
C -5.816 0.958 0.902 -1.6 1.2 -0.5
C -7.181 0.788 0.912 -0.6 -0.3 -1.1
C -3.862 2.178 0.097 -0.6 0.7 -0.1
C -2.796 2.744 0.073 -0.1 -0.7 -0.1
H -8.086 2.953 -1.606 -0.1 0.1 0.1
H -5.663 3.462 -1.462 -0.2 -0.9 0.7
H -5.302 0.515 1.703 1.1 -0.6 0.6
H -7.599 0.045 1.584 -0.3 0.3 -0.1
```
Positions in Å, forces in eV/Å.

Atom charges from the Löwdin analysis, given in e for atoms 1 to 2: 1.243 -0.058



3.
19 unconnected molecules or ions with the total composition C76H133N19 at a distorted geometry, computed with ωB97M-V/def2-TZVPD.

Relative energy (zero: lowest compared OMol25 entry of this formula, charge and spin), eV: 0.817
DFT total energy, a.u.: -4015.90192
HOMO, eV: -11.15
Lowest unoccupied orbital energy, Eh: 0.0099
Largest force on an atom, Eh/bohr: 0.0631

The geometry in XYZ format:
```
228
Properties=species:S:1:pos:R:3:forces:R:3
C -24.805 21.226 -2.858 -0.4 -0.2 -1.1
C -24.168 19.861 -2.606 -0.9 -0.2 1.1
C -24.195 19.386 -1.126 1.1 -0.7 -0.7
C -23.506 20.244 -0.193 -1.0 -0.2 -0.9
N -23.119 21.058 0.497 1.0 1.1 1.2
H -25.882 21.294 -2.690 -0.1 -0.4 0.0
H -24.623 21.504 -3.930 -0.2 -0.1 1.0
H -24.393 21.996 -2.226 0.5 0.3 0.2
H -23.164 19.953 -2.976 0.7 -0.5 -0.1
H -24.689 19.013 -3.065 0.1 0.5 -0.7
H -23.694 18.407 -1.061 -0.2 0.2 -0.2
H -25.207 19.239 -0.795 -0.6 0.0 0.2
C -21.340 13.905 -7.053 0.7 0.0 -0.6
C -20.000 13.756 -6.332 -0.9 -1.2 -0.5
C -18.798 13.603 -7.244 1.2 0.6 0.2
C -18.919 12.536 -8.205 -0.6 -2.6 -1.8
N -19.080 11.661 -8.964 0.3 1.9 1.5
H -21.516 13.101 -7.772 -0.2 -0.2 0.4
H -21.340 14.817 -7.632 0.0 0.5 -0.2
H -22.133 13.994 -6.324 -0.3 -0.3 0.0
H -20.080 12.876 -5.684 0.2 0.2 0.1
H -19.878 14.628 -5.746 0.5 0.8 0.9
H -17.846 13.463 -6.687 -0.6 -0.1 -0.1
H -18.617 14.491 -7.846 -0.2 0.4 0.0
C -20.842 9.470 -4.416 0.3 0.7 -0.1
C -20.321 8.618 -5.567 0.1 0.2 0.2
C -19.680 9.463 -6.690 -0.4 -0.4 0.2
C -18.464 10.054 -6.190 -0.9 -0.3 -0.3
N -17.570 10.474 -5.629 1.5 0.7 0.6
H -19.989 10.025 -3.958 -0.7 -0.4 -0.1
H -21.343 8.883 -3.657 0.2 -0.3 0.3
H -21.580 10.212 -4.726 0.1 0.1 -0.2
H -21.086 8.013 -6.037 -0.4 -0.1 0.1
H -19.596 7.943 -5.116 0.2 -0.2 -0.3
H -20.369 10.261 -6.968 0.0 0.0 -0.2
H -19.443 8.860 -7.568 -0.1 0.1 0.0
C -28.380 21.650 -4.696 -0.9 -0.4 -1.2
C -29.033 21.826 -3.345 0.0 0.4 0.1
C -30.414 21.140 -3.207 0.7 0.6 -0.1
C -31.310 21.765 -4.160 1.1 -0.7 0.7
N -31.829 22.449 -4.899 -1.3 1.0 -1.4
H -27.544 22.341 -4.797 0.1 -0.2 -0.1
H -29.124 21.846 -5.519 0.8 0.1 0.7
H -28.055 20.616 -4.870 0.2 0.2 0.1
H -29.120 22.887 -3.155 -0.6 0.4 -0.1
H -28.340 21.571 -2.561 0.1 -0.9 0.4
H -30.863 21.394 -2.258 0.1 -0.5 0.6
H -30.327 20.076 -3.396 -0.2 -0.2 0.3
C -26.620 9.948 -7.124 -0.2 0.1 -0.3
C -25.695 9.027 -6.386 -0.3 -1.1 2.2
C -24.800 9.745 -5.336 0.6 0.5 -1.6
C -23.904 10.639 -6.092 -1.8 -1.8 2.0
N -23.186 11.219 -6.739 1.9 1.7 -1.9
H -25.971 10.564 -7.772 -0.8 0.1 0.1
H -27.302 10.528 -6.490 0.6 0.0 0.0
H -27.297 9.327 -7.708 0.1 0.1 -0.5
H -25.106 8.489 -7.116 0.4 -0.2 0.0
H -26.263 8.275 -5.782 0.3 0.4 -0.7
H -24.163 9.167 -4.682 0.1 -0.7 -0.1
H -25.370 10.331 -4.658 -0.7 0.5 0.5
C -15.499 18.132 -2.848 0.9 1.7 -0.6
C -16.425 18.908 -3.808 0.1 -1.0 0.4
C -17.892 18.494 -3.694 -0.9 0.9 1.3
C -18.117 17.073 -3.787 0.4 0.6 -1.2
N -18.228 15.978 -4.087 -0.3 -1.3 0.3
H -15.766 18.456 -1.856 0.3 0.1 0.6
H -14.446 18.438 -3.095 -0.9 -0.2 0.5
H -15.508 17.067 -2.837 -0.4 -0.9 -0.5
H -16.113 18.758 -4.822 0.3 0.0 -0.7
H -16.329 19.963 -3.573 -0.2 0.1 -0.1
H -18.598 19.037 -4.358 0.6 -0.4 0.2
H -18.274 18.726 -2.685 0.2 0.3 -0.1
C -25.680 13.908 -0.572 0.0 1.6 -0.6
C -24.195 13.588 -0.416 -0.4 -0.2 0.7
C -23.971 12.107 -0.048 -1.1 -0.1 -0.2
C -24.372 11.259 -1.175 0.3 0.4 0.4
N -24.745 10.694 -2.096 -0.1 -0.4 -0.5
H -26.200 13.967 0.393 0.0 -0.5 -0.2
H -26.127 13.208 -1.277 -0.3 -0.1 0.3
H -25.827 14.938 -1.021 0.3 -1.1 0.3
H -23.828 14.135 0.458 0.3 0.3 -0.4
H -23.652 13.830 -1.337 0.1 0.0 0.4
H -24.602 11.802 0.805 0.2 0.3 -0.2
H -22.958 11.921 0.229 0.8 -0.2 0.0
C -23.652 14.655 -3.903 0.0 0.1 0.2
C -23.025 15.956 -3.357 0.5 -0.3 -1.3
C -21.807 16.540 -4.138 -1.1 0.4 -1.5
C -22.099 16.869 -5.571 0.2 -0.6 1.5
N -22.278 17.138 -6.668 -0.2 0.2 -0.7
H -22.999 13.770 -3.907 0.0 0.4 0.1
H -23.985 14.836 -4.929 0.0 -0.1 0.0
H -24.566 14.415 -3.315 0.6 0.2 -0.4
H -22.630 15.865 -2.377 0.1 -0.4 1.2
H -23.844 16.653 -3.318 -0.1 0.6 0.0
H -20.930 15.912 -4.142 0.2 -0.6 0.1
H -21.463 17.488 -3.743 -0.2 0.2 0.4
C -25.736 13.448 -9.136 -0.5 0.7 0.3
C -24.881 14.244 -8.162 0.2 0.3 0.0
C -25.107 15.800 -8.174 0.1 -1.2 -0.1
C -26.444 16.105 -7.719 -1.4 0.4 0.0
N -27.553 16.285 -7.446 0.8 -0.1 0.0
H -26.804 13.458 -8.897 0.2 -0.1 0.2
H -25.352 12.440 -9.135 -0.1 -0.4 -0.2
H -25.663 13.887 -10.119 0.2 -0.1 -0.5
H -23.872 14.117 -8.528 0.6 0.0 0.2
H -24.923 13.758 -7.169 0.0 0.7 -0.2
H -24.994 16.146 -9.210 -0.1 0.0 0.1
H -24.378 16.337 -7.577 0.2 0.0 0.2
C -16.922 11.254 -1.650 0.4 1.3 1.4
C -17.115 12.672 -2.177 -0.4 0.2 -0.6
C -18.143 12.621 -3.346 0.3 0.4 0.4
C -19.529 12.804 -2.924 -2.3 0.0 0.6
N -20.653 12.892 -2.607 2.3 0.0 -0.5
H -16.392 10.638 -2.341 0.2 -0.5 -0.5
H -17.909 10.851 -1.425 0.1 -0.3 0.0
H -16.345 11.318 -0.705 -0.3 -0.4 -0.4
H -16.217 13.195 -2.547 -0.1 -0.7 0.1
H -17.464 13.320 -1.375 -0.2 0.0 0.0
H -18.073 11.643 -3.823 0.0 0.2 -0.2
H -17.908 13.398 -4.071 -0.2 0.0 -0.2
C -18.617 20.564 -0.187 -1.0 0.8 1.5
C -19.377 21.816 -0.622 1.2 0.2 -1.9
C -19.981 21.598 -2.056 -0.1 1.3 -0.1
C -18.965 21.673 -3.153 -1.5 -0.3 2.2
N -18.157 21.784 -3.946 1.0 0.1 -1.2
H -18.097 20.706 0.787 -0.3 -0.1 -0.7
H -17.913 20.308 -0.936 0.8 -0.4 -0.7
H -19.361 19.780 -0.074 0.2 -0.4 0.1
H -18.655 22.634 -0.783 -0.3 0.0 0.6
H -20.167 22.136 0.037 -0.2 -0.1 0.3
H -20.676 22.459 -2.265 0.4 -1.0 0.2
H -20.510 20.651 -2.107 -0.2 -0.1 -0.2
C -29.765 16.464 -2.410 1.3 0.4 0.1
C -29.446 16.778 -3.880 0.2 -0.1 -0.2
C -28.292 17.783 -4.169 -1.1 0.8 0.8
C -27.109 17.168 -3.630 2.4 -1.5 1.2
N -26.276 16.578 -3.060 -1.6 1.3 -1.1
H -30.157 17.344 -1.904 0.0 0.2 0.1
H -28.884 16.083 -1.820 -0.7 0.5 -0.8
H -30.520 15.714 -2.350 -0.6 -0.6 0.0
H -30.337 17.097 -4.426 0.0 0.1 0.2
H -29.114 15.868 -4.383 -0.3 0.1 0.1
H -28.385 18.770 -3.631 -0.2 -0.9 -0.5
H -28.265 17.989 -5.240 0.4 -0.2 0.1
C -21.775 16.603 -10.124 -0.1 -0.4 -0.2
C -20.997 17.634 -10.904 0.4 1.1 -0.8
C -19.968 17.043 -11.862 1.9 -1.0 0.2
C -18.708 16.639 -11.168 -0.7 0.1 1.1
N -17.871 16.379 -10.420 0.0 0.0 -0.5
H -22.464 17.071 -9.425 -0.1 0.0 0.0
H -21.134 15.958 -9.529 0.3 0.0 0.1
H -22.313 15.920 -10.800 0.0 0.4 0.2
H -20.551 18.433 -10.317 0.4 -0.3 0.6
H -21.613 18.239 -11.552 -0.9 -0.1 -0.2
H -19.575 17.619 -12.715 -0.9 0.2 0.2
H -20.377 16.107 -12.213 -0.2 -0.2 -0.6
C -22.576 23.236 -4.496 0.3 -0.5 1.0
C -21.255 23.770 -4.999 0.1 0.0 0.3
C -20.976 25.225 -4.687 -0.1 0.7 0.8
C -20.991 25.496 -3.226 -0.2 -0.6 -2.4
N -21.080 25.624 -2.103 0.0 0.3 1.9
H -23.451 23.546 -5.028 -0.4 0.1 -0.8
H -22.782 23.551 -3.456 0.4 -0.2 -0.3
H -22.469 22.141 -4.498 -0.4 0.3 0.0
H -21.131 23.608 -6.068 0.0 0.0 -0.1
H -20.470 23.203 -4.492 0.1 0.0 -0.3
H -21.649 25.950 -5.150 -0.2 -0.2 -0.1
H -19.994 25.472 -5.032 0.7 0.2 -0.3
C -19.008 17.388 -7.302 0.4 0.5 -0.3
C -18.547 18.811 -7.502 -0.2 1.2 1.2
C -19.680 19.873 -7.339 0.5 -1.0 -1.4
C -20.342 19.801 -6.083 0.2 0.1 -0.4
N -20.858 19.725 -5.074 -0.9 0.0 1.6
H -18.206 16.786 -7.686 0.2 -0.7 -0.1
H -19.890 17.252 -7.880 -0.8 -0.5 -0.6
H -19.235 17.109 -6.280 0.1 0.2 0.2
H -18.111 18.995 -8.490 0.0 -0.3 0.2
H -17.806 19.045 -6.718 0.1 0.1 -0.5
H -20.434 19.686 -8.112 0.0 0.1 0.0
H -19.284 20.860 -7.490 0.2 0.6 0.0
C -27.335 12.405 -4.119 -0.4 -0.1 -0.8
C -27.832 13.572 -4.977 1.2 0.1 0.5
C -28.288 13.145 -6.361 0.8 0.1 -0.5
C -29.328 12.135 -6.334 -0.7 -0.6 0.8
N -30.040 11.265 -6.072 0.2 0.5 -0.5
H -26.619 11.836 -4.706 0.3 0.0 0.1
H -28.151 11.709 -3.914 0.0 0.1 0.2
H -26.864 12.727 -3.199 0.0 0.1 0.1
H -27.016 14.292 -5.125 0.1 -0.2 -0.1
H -28.526 14.153 -4.416 -1.0 0.1 0.2
H -27.419 12.633 -6.808 -0.2 0.2 -0.1
H -28.488 14.008 -7.003 -0.3 -0.2 0.1
C -24.710 19.974 -9.056 1.3 -0.7 -1.1
C -23.580 20.268 -8.073 -0.3 0.1 1.0
C -24.211 20.606 -6.694 0.3 -0.1 -0.1
C -24.863 19.448 -6.079 0.9 1.7 -1.2
N -25.329 18.485 -5.707 -1.0 -1.7 0.9
H -24.343 19.828 -10.095 0.1 0.1 0.6
H -25.409 20.801 -9.123 -0.3 -0.1 0.3
H -25.152 19.010 -8.805 -0.5 0.2 0.2
H -23.005 21.146 -8.359 0.1 0.1 -0.2
H -22.879 19.448 -7.871 -0.2 -0.1 -0.6
H -24.952 21.379 -6.877 -0.1 0.2 0.4
H -23.459 20.953 -5.983 0.0 0.1 -0.1
C -19.655 14.071 0.777 1.3 0.2 -1.0
C -20.434 15.265 0.283 0.4 0.3 0.6
C -19.654 16.074 -0.758 1.2 -0.3 0.1
C -20.362 17.258 -1.174 -1.3 1.7 -1.0
N -20.961 18.172 -1.572 0.9 -1.2 0.8
H -18.695 14.392 1.190 0.0 0.1 0.0
H -19.396 13.385 -0.046 -0.4 0.0 0.4
H -20.164 13.599 1.579 -0.6 -0.8 0.5
H -20.610 15.878 1.170 -0.3 0.3 -0.2
H -21.386 14.947 -0.124 -0.2 0.1 -0.2
H -19.483 15.469 -1.666 0.0 0.1 0.3
H -18.635 16.413 -0.399 -1.0 -0.5 -0.2
C -24.258 10.135 -11.071 1.3 -0.4 0.8
C -22.773 10.507 -11.388 -0.3 0.1 -0.4
C -22.315 11.757 -10.655 0.0 0.8 1.5
C -22.709 12.981 -11.313 -0.6 0.2 -0.8
N -23.076 13.839 -11.984 0.1 0.3 0.2
H -24.262 10.109 -9.958 -0.7 0.1 -0.6
H -24.525 9.128 -11.415 0.3 0.2 0.0
H -24.993 10.814 -11.507 0.2 0.2 0.3
H -22.662 10.708 -12.462 0.3 -0.5 0.2
H -22.058 9.768 -11.009 -0.5 -0.4 -0.6
H -21.246 11.862 -10.438 0.0 -0.5 -0.4
H -22.756 11.778 -9.647 0.0 0.0 -0.1
```
Positions in Å, forces in eV/Å.

Atom charges from the Löwdin analysis, given in e for atoms 1 to 2: -0.089 -0.231